Run A
Formula: C4H6N2OS
Source: the OMol25 dataset
Level of theory: ωB97M-V/def2-TZVPD

Cartesian coordinates (Å):
C  0.730  0.783  -0.203
C  -1.164  -0.384  0.379
C  -2.583  -0.484  0.182
C  1.608  -0.628  0.259
H  1.046  2.701  -0.640
H  2.506  1.598  0.065
H  -0.399  -1.225  0.807
H  -3.198  -1.221  0.899
H  -3.220  0.490  -0.179
H  -0.099  -1.537  -0.950
N  1.694  1.762  -0.695
N  -0.552  0.792  -0.294
O  2.602  -0.650  1.112
S  1.028  -1.998  -0.743

## Properties
SMILES = C=C/N=C(/N)C(=O)S
gap between HOMO and LUMO = 0.32538 hartree
total charge = 0

Run B
Formula: C4H6N2OS
Source: the OMol25 dataset
Level of theory: ωB97M-V/def2-TZVPD

Cartesian coordinates (Å):
C  -0.334  0.135  0.635
C  -0.238  0.047  -0.805
C  0.749  0.843  -1.517
C  -0.439  -1.154  -1.531
H  -1.528  -0.119  2.328
H  -1.306  -1.553  1.162
H  1.589  0.742  2.545
H  1.194  1.859  1.248
H  1.281  1.668  -0.978
H  -0.237  -1.127  -2.541
N  -1.082  -0.550  1.509
N  0.133  1.315  1.384
O  1.251  0.569  -2.643
S  -1.033  -2.675  -0.796

## Properties
gap between HOMO and LUMO = 0.22166 hartree
total charge = 0

Run C
Formula: C4H6N2OS
Source: the OMol25 dataset
Level of theory: ωB97M-V/def2-TZVPD

Cartesian coordinates (Å):
C  -1.675  -0.943  -0.583
C  -0.426  -0.084  -0.686
C  -3.358  0.289  0.760
C  1.667  0.461  0.634
N  -2.646  -0.365  -0.035
N  0.276  0.148  0.577
O  0.158  2.566  -0.457
S  -0.711  1.510  0.122
H  -1.851  -2.028  -0.833
H  0.288  -0.329  -1.488
H  -4.021  0.897  0.294
H  1.931  0.847  1.569
H  1.961  1.092  -0.162
H  2.326  -0.498  0.483

## Properties
gap between HOMO and LUMO = 0.34088 hartree
total charge = 0

Most stable: run A (next structure +74.9 kJ/mol)

Run A
Formula: C15H23N3O4
Source: the OMol25 dataset
Level of theory: ωB97M-V/def2-TZVPD

Cartesian coordinates (Å):
C  0.580  -0.936  -1.022
C  -0.388  -1.615  -0.076
C  1.991  -1.051  -0.373
C  3.321  -0.926  -1.086
C  4.623  -1.343  -0.303
C  5.291  -0.420  0.697
C  -2.682  -1.330  0.475
C  -4.042  -1.197  -0.178
C  -2.613  -0.041  1.418
C  -1.864  1.102  0.873
C  -2.144  1.909  -0.242
C  -0.634  1.255  1.439
C  -1.291  2.899  -0.660
C  0.249  2.202  1.157
C  -0.088  3.024  -0.014
H  0.280  0.928  -0.646
H  0.788  0.742  -2.228
H  0.618  -1.778  -1.742
H  2.003  -0.435  0.566
H  2.129  -2.020  0.136
H  3.378  -1.706  -1.961
H  3.406  -0.098  -1.743
H  5.470  -1.608  -0.934
H  4.378  -2.295  0.200
H  5.249  0.570  0.377
H  4.966  -0.534  1.683
H  7.344  0.104  0.847
H  7.116  -1.434  0.942
H  -1.580  -0.588  -1.142
H  -2.689  -2.282  1.078
H  -3.679  0.233  1.739
H  -2.108  -0.477  2.295
H  -3.165  2.042  -0.739
H  -0.302  0.551  2.221
H  -1.468  3.646  -1.415
H  1.138  2.602  1.545
H  1.474  4.068  0.192
H  -5.827  -1.876  -0.150
N  0.257  0.360  -1.454
N  6.740  -0.593  0.478
N  -1.704  -1.335  -0.479
O  -0.088  -2.336  0.869
O  -4.207  -0.802  -1.301
O  0.851  3.882  -0.468
O  -5.033  -1.817  0.453

## Properties
SMILES = NCCCC[C@H](N)C(=O)N[C@@H](Cc1ccc(O)cc1)C(=O)O
gap between HOMO and LUMO = 0.33790 hartree
total charge = 0

Run B
Formula: C15H23N3O4
Source: the OMol25 dataset
Level of theory: ωB97M-V/def2-TZVPD

Cartesian coordinates (Å):
O  3.386  -3.411  -0.997
O  2.788  1.984  -0.379
O  -2.628  -1.427  -2.843
O  -2.162  -3.933  -1.893
C  3.316  -2.216  -1.227
C  2.611  0.801  -0.112
C  -3.336  -1.774  -1.906
C  -0.667  3.305  2.426
C  -1.597  2.492  3.081
C  -0.307  3.027  1.104
C  -2.161  1.399  2.417
C  -0.879  1.939  0.438
C  -1.805  1.112  1.091
N  -3.159  -3.046  -1.390
N  3.024  0.255  1.040
N  2.191  -1.552  -0.965
C  4.516  -1.487  -1.800
C  3.714  0.988  2.100
C  1.948  -0.114  -1.154
C  -4.269  -0.784  -1.214
C  -2.413  -0.068  0.378
C  -3.502  0.399  -0.600
H  -1.737  -3.540  -2.685
H  -0.225  4.153  2.941
H  -1.879  2.710  4.107
H  0.420  3.653  0.592
H  -2.880  0.773  2.937
H  -0.602  1.744  -0.593
H  -3.705  -3.316  -0.574
H  2.855  -0.730  1.176
H  1.429  -2.122  -0.629
H  4.854  -0.723  -1.103
H  4.249  -1.034  -2.752
H  5.319  -2.206  -1.960
H  4.738  1.207  1.793
H  3.733  0.398  3.017
H  3.200  1.932  2.293
H  2.291  0.192  -2.142
H  0.874  0.059  -1.108
H  -4.988  -0.412  -1.949
H  -4.832  -1.299  -0.431
H  -1.623  -0.604  -0.159
H  -2.845  -0.759  1.109
H  -4.212  1.048  -0.076
H  -3.042  0.989  -1.401

## Properties
SMILES = O=C(CCCc1ccccc1)NO.CNC(=O)CNC(C)=O
gap between HOMO and LUMO = 0.35771 hartree
total charge = 0

Most stable: run B (next structure +163.9 kJ/mol)

Run A
Formula: C5H10FNO
Source: the OMol25 dataset
Level of theory: ωB97M-V/def2-TZVPD

Cartesian coordinates (Å):
C  -2.806  -0.106  0.471
C  1.748  0.995  0.253
C  0.373  -1.214  0.819
C  0.244  -0.181  -1.380
C  0.453  0.178  0.103
N  -0.676  0.889  0.818
O  -2.795  -0.933  -0.309
F  -0.906  2.060  0.022
H  -3.600  0.442  0.970
H  2.432  0.455  0.979
H  2.169  1.008  -0.808
H  1.430  1.978  0.602
H  -0.673  -1.502  0.720
H  0.786  -1.143  1.855
H  1.141  -1.847  0.283
H  -0.473  -1.020  -1.400
H  0.057  0.614  -2.191
H  1.094  -0.674  -1.805

## Properties
gap between HOMO and LUMO (spin up / spin down) = 0.29466 / 0.35002 hartree
total charge = 0

Run B
Formula: C5H10FNO
Source: the OMol25 dataset
Level of theory: ωB97M-V/def2-TZVPD

Cartesian coordinates (Å):
C  0.833  1.228  0.787
C  0.589  -0.332  0.405
C  1.919  -0.703  -0.443
C  -1.621  -0.901  0.299
C  -2.895  -1.018  -0.202
H  0.400  1.029  -1.451
H  0.013  2.843  -0.480
H  1.764  1.416  1.222
H  -0.081  1.753  1.454
H  0.531  -1.126  1.301
H  1.314  -0.900  -1.689
H  2.696  0.357  -0.396
H  -1.595  -1.345  1.238
H  -3.113  -0.518  -1.229
H  -3.861  -1.099  0.239
N  0.744  1.943  -0.597
O  -0.466  -0.636  -0.458
F  2.828  -1.990  0.002

## Properties
gap between HOMO and LUMO = 0.37045 hartree
total charge = 0

Most stable: run A (next structure +157.0 kJ/mol)

Run A
Formula: C5H10FNO
Source: the OMol25 dataset
Level of theory: ωB97M-V/def2-TZVPD

Cartesian coordinates (Å):
C  -2.379  -0.685  -0.058
C  -0.931  -0.729  -0.396
C  0.577  0.286  0.825
C  2.067  0.320  0.386
C  -0.323  0.674  -0.333
H  -3.172  -0.524  -0.883
H  -2.526  -0.035  0.788
H  -2.591  -1.644  0.323
H  -0.961  -1.005  -1.486
H  -0.207  -1.633  1.273
H  0.365  0.842  1.761
H  2.190  1.386  0.218
H  2.648  -0.147  1.177
H  2.041  -1.091  -0.768
H  0.308  0.931  -1.291
N  0.091  -1.127  0.513
O  2.479  -0.284  -0.812
F  -1.403  1.543  -0.083

## Properties
SMILES = C[C@@H]1N[C@@H](CO)[C@@H]1F
gap between HOMO and LUMO = 0.39045 hartree
total charge = 0

Run B
Formula: C5H10FNO
Source: the OMol25 dataset
Level of theory: ωB97M-V/def2-TZVPD

Cartesian coordinates (Å):
C  -1.479  -0.628  -1.024
C  -0.078  -0.895  -1.472
C  0.992  0.031  0.436
C  -0.541  0.334  1.000
C  1.917  1.153  0.879
N  -1.486  -0.668  0.501
O  0.895  -0.088  -0.927
F  -0.852  1.630  0.635
H  -1.991  0.365  -1.454
H  -2.174  -1.401  -1.401
H  0.197  -1.865  -1.173
H  0.047  -0.827  -2.684
H  1.149  -0.981  0.762
H  -0.635  0.257  2.142
H  2.395  1.564  -0.036
H  2.733  0.782  1.506
H  1.291  2.021  1.426
H  -2.379  -0.783  0.885

## Properties
SMILES = C[C@@H]1OCCN[C@@H]1F
gap between HOMO and LUMO = 0.37938 hartree
total charge = 0

Most stable: run B (next structure +92.1 kJ/mol)